ORCA calculation (ωB97M-V/def2-TZVPD) on a structure of composition C38H81BrCl22NNbO2P.

- Largest force on an atom: 0.159 hartree/bohr
- Highest occupied orbital energy: -4.04 eV
- 2S+1: 1
- E: -402669.11090 eV
- Gap between HOMO and LUMO: 5.804 eV
- Total charge: -1

Atoms and positions in Å:
C (3.974, 0.952, -2.751)
C (3.866, 0.451, -1.182)
P (2.825, -1.129, -0.922)
C (3.393, -2.375, -2.272)
C (5.020, -2.517, -2.422)
Nb (0.343, -0.749, -1.353)
C (0.223, 1.094, -0.013)
C (0.943, 2.438, -0.614)
C (-0.105, 3.580, -1.183)
C (-1.001, 3.092, -2.465)
N (-0.649, 3.825, -3.777)
C (0.692, 3.302, -4.322)
C (-1.710, 3.279, -4.756)
C (-1.616, 1.785, -5.465)
O (-2.820, 4.000, -5.051)
C (0.336, -2.692, -2.561)
O (-1.008, -3.181, -2.928)
C (-1.118, -4.634, -2.711)
C (-1.944, -0.560, -1.639)
C (-2.759, -1.224, -0.356)
C (-3.154, -2.803, -0.558)
Br (-4.388, -0.063, 0.040)
H (4.928, 1.666, -2.813)
H (3.062, 1.629, -3.083)
H (4.087, 0.066, -3.527)
H (4.981, 0.173, -0.858)
H (3.551, 1.334, -0.452)
H (2.977, -3.478, -2.095)
H (3.004, -1.928, -3.308)
H (5.237, -3.451, -3.133)
H (5.594, -2.734, -1.426)
H (5.474, -1.577, -2.990)
H (0.000, -1.775, 0.135)
H (0.668, 0.292, -2.809)
H (-0.931, 1.368, 0.123)
H (0.654, 0.839, 1.045)
H (1.734, 2.243, -1.455)
H (1.524, 2.957, 0.291)
H (0.571, 4.487, -1.561)
H (-0.790, 4.051, -0.327)
H (-2.156, 3.333, -2.286)
H (-0.907, 1.950, -2.717)
H (0.726, 3.300, -5.509)
H (0.919, 2.192, -3.968)
H (1.605, 3.955, -3.936)
H (-0.856, 1.902, -6.367)
H (-1.162, 1.030, -4.682)
H (-2.673, 1.384, -5.839)
H (0.945, -2.627, -3.585)
H (0.806, -3.532, -1.858)
H (-0.858, -4.983, -1.622)
H (-2.262, -4.911, -2.894)
H (-0.509, -5.290, -3.473)
H (-2.315, -0.935, -2.683)
H (-2.207, 0.604, -1.600)
H (-2.059, -1.138, 0.597)
H (-2.220, -3.507, -0.354)
H (-3.547, -3.057, -1.650)
H (-3.990, -3.042, 0.256)
Cl (-0.251, -6.130, 0.852)
C (0.011, -7.888, 0.726)
C (0.547, -8.292, -0.638)
Cl (-0.663, -8.078, -1.927)
H (-0.936, -8.388, 0.951)
H (0.731, -8.156, 1.504)
H (0.818, -9.352, -0.631)
H (1.437, -7.716, -0.908)
Cl (2.387, -10.727, 0.558)
C (3.658, -11.053, -0.647)
C (4.736, -9.981, -0.651)
Cl (4.132, -8.423, -1.269)
H (3.180, -11.148, -1.627)
H (4.098, -12.021, -0.389)
H (5.559, -10.284, -1.305)
H (5.142, -9.814, 0.351)
Cl (-5.968, -0.698, 5.832)
C (-5.615, 0.908, 5.146)
C (-4.881, 0.816, 3.817)
Cl (-3.220, 0.201, 4.007)
H (-5.040, 1.474, 5.885)
H (-6.577, 1.410, 5.005)
H (-4.801, 1.810, 3.368)
H (-5.406, 0.165, 3.111)
Cl (7.219, 4.039, -5.220)
C (6.109, 3.338, -6.425)
C (5.340, 2.148, -5.874)
Cl (6.394, 0.741, -5.586)
H (6.696, 3.066, -7.308)
H (5.412, 4.131, -6.711)
H (4.580, 1.831, -6.594)
H (4.837, 2.393, -4.933)
Cl (4.376, 2.552, 2.003)
C (5.729, 1.763, 2.852)
C (6.706, 1.105, 1.891)
Cl (5.998, -0.312, 1.077)
H (5.310, 1.039, 3.559)
H (6.239, 2.542, 3.426)
H (7.584, 0.750, 2.438)
H (7.045, 1.805, 1.120)
Cl (-7.227, -3.193, 2.509)
C (-7.184, -4.543, 3.671)
C (-5.894, -4.567, 4.475)
Cl (-4.484, -4.991, 3.472)
H (-7.330, -5.474, 3.115)
H (-8.038, -4.410, 4.342)
H (-5.961, -5.324, 5.263)
H (-5.695, -3.600, 4.949)
Cl (9.215, 2.686, 0.785)
C (10.568, 1.897, 1.634)
C (11.545, 1.240, 0.673)
Cl (10.836, -0.177, -0.141)
H (10.149, 1.174, 2.341)
H (11.078, 2.677, 2.208)
H (12.423, 0.885, 1.220)
H (11.884, 1.939, -0.098)
Cl (-8.389, 2.638, 8.028)
C (-8.345, 1.288, 9.190)
C (-7.055, 1.264, 9.994)
Cl (-5.645, 0.840, 8.991)
H (-8.491, 0.357, 8.634)
H (-9.199, 1.421, 9.861)
H (-7.122, 0.507, 10.782)
H (-6.857, 2.231, 10.468)
Cl (-7.318, 2.579, 0.034)
C (-7.077, 3.281, -1.586)
C (-5.836, 2.731, -2.271)
Cl (-4.335, 3.276, -1.483)
H (-7.030, 4.369, -1.481)
H (-7.966, 3.034, -2.173)
H (-5.796, 3.083, -3.306)
H (-5.835, 1.636, -2.284)
Cl (1.871, 6.111, -0.776)
C (3.415, 6.732, -1.412)
C (3.697, 6.236, -2.821)
Cl (4.039, 4.489, -2.863)
H (4.209, 6.443, -0.716)
H (3.341, 7.824, -1.409)
H (4.580, 6.742, -3.223)
H (2.856, 6.434, -3.494)
Cl (-6.564, 4.520, 5.027)
C (-8.054, 5.248, 5.677)
C (-7.986, 6.766, 5.707)
Cl (-6.815, 7.363, 6.909)
H (-8.228, 4.832, 6.674)
H (-8.873, 4.925, 5.027)
H (-8.962, 7.176, 5.985)
H (-7.710, 7.177, 4.731)

Cartesian forces, eV/Å:
0.15 0.96 0.13
1.85 0.63 -0.84
0.41 -0.05 -0.80
1.29 -0.32 -1.38
0.18 -0.48 -1.02
-0.49 0.44 1.05
-0.62 1.14 0.75
-0.02 1.09 0.72
0.76 0.53 -0.56
-1.18 -0.19 0.40
-0.70 -2.51 -2.02
1.39 -0.53 -0.06
-5.40 2.79 -1.37
0.66 0.40 0.42
6.79 -4.07 2.03
0.47 -1.83 -0.55
0.80 -2.21 0.82
-1.32 -0.42 -0.41
-1.66 0.76 -0.11
2.34 -0.99 -0.82
-0.45 0.00 0.46
0.41 -0.75 -0.05
-1.82 -1.62 -0.02
1.64 -1.59 0.74
-0.20 1.87 1.75
-2.70 0.74 -1.02
0.41 -2.03 -1.66
0.61 2.73 -0.30
0.80 -1.40 2.12
-0.42 1.95 1.45
-1.20 0.64 -1.74
-0.86 -1.92 1.48
-0.34 -0.13 0.19
-0.17 0.42 -0.71
2.36 -0.63 -0.01
-0.78 0.62 -1.77
-1.56 0.24 1.54
-1.05 -0.94 -1.96
-1.80 -2.29 0.63
1.36 -1.35 -1.79
2.87 -0.56 -0.41
-0.01 2.00 1.06
-0.20 0.25 2.53
-0.58 2.10 -0.67
-2.15 -1.21 -0.74
-1.69 -0.44 1.83
-0.79 1.41 -1.61
2.39 1.31 0.90
-0.89 -0.25 2.13
-0.58 1.60 -1.56
-0.31 0.90 -2.00
2.35 0.62 0.41
-0.79 1.42 1.34
0.31 0.41 2.04
0.66 -2.39 -0.14
-1.84 -0.03 -1.93
-1.87 1.76 -0.39
0.78 0.80 2.39
1.76 0.32 -1.83
-0.01 -0.05 0.03
0.04 -0.20 -0.05
0.14 -0.06 0.20
-0.09 0.03 -0.05
0.16 0.14 -0.15
-0.01 0.03 -0.19
-0.24 0.43 -0.03
-0.32 -0.05 0.10
0.24 -0.25 0.22
0.29 -0.09 -0.24
0.08 -0.18 0.08
0.06 -0.05 0.04
0.07 0.14 0.23
-0.02 0.19 0.01
-0.19 -0.02 0.06
-0.20 -0.02 -0.19
-0.04 -0.19 0.04
0.10 0.45 -0.27
-0.27 0.04 -0.03
-0.05 -0.03 0.03
-0.09 -0.21 -0.13
0.16 -0.12 -0.03
-0.04 -0.12 0.12
0.18 0.08 0.16
0.07 0.00 0.01
-0.25 -0.15 -0.23
-0.21 0.25 -0.04
0.05 0.03 0.00
-0.06 -0.01 0.27
0.04 -0.16 0.13
0.16 0.09 0.05
0.20 -0.06 -0.17
0.02 -0.02 0.03
0.19 -0.14 0.14
-0.14 0.18 0.02
0.33 -0.17 0.66
0.03 0.10 -0.25
0.00 -0.10 -0.15
-0.14 0.08 -0.01
-0.43 -0.38 0.33
0.04 -0.05 -0.01
-0.01 -0.14 0.17
-0.17 0.06 0.16
-0.04 0.03 -0.01
0.14 0.22 0.07
0.19 0.02 -0.02
-0.07 0.06 -0.16
-0.04 -0.14 -0.24
0.51 0.24 -0.14
0.24 -0.07 0.12
0.11 0.15 0.10
-0.02 0.07 0.01
0.06 0.08 -0.24
-0.02 -0.11 -0.15
-0.19 0.06 0.00
-0.20 -0.13 0.16
0.03 -0.09 -0.02
-0.02 -0.29 0.27
-0.11 0.08 0.12
-0.06 0.08 0.09
0.16 0.24 0.04
0.18 0.03 -0.05
-0.07 0.07 -0.17
-0.07 -0.17 -0.20
-0.01 0.02 0.09
0.08 0.12 -0.35
-0.16 -0.07 -0.14
-0.45 0.05 0.11
0.09 -0.26 0.04
0.17 -0.05 0.06
-0.02 0.05 0.17
0.05 0.21 0.18
0.49 0.40 0.09
0.18 0.16 0.00
-0.02 0.28 -0.02
0.00 0.01 0.08
-0.18 -0.06 -0.19
0.02 -0.16 -0.11
-0.09 -0.06 0.14
0.08 -0.11 0.22
-0.01 0.04 0.05
-0.22 0.09 0.06
-0.23 -0.12 -0.22
0.03 0.00 0.00
0.14 0.23 -0.23
0.13 0.13 0.05
0.13 -0.15 0.00
0.04 -0.16 0.24